[1]
Density functional theory data (ωB97M-V/def2-TZVPD) for a structure of composition C33H45F3GeNSSbSi3Ti.

Each line ends with the Mulliken charge.
Element x y z (Å)
Ti  0.73714  0.52805  -1.05845  -1.165
F  -4.03649  3.55983  1.71924  -0.287
C  -3.37073  2.53059  1.23192  0.180
F  -4.13224  1.94858  0.27296  -0.218
F  -3.20923  1.62098  2.20890  -0.180
C  -2.03774  2.93258  0.63938  -0.414
C  -1.60601  4.24695  0.60372  -0.423
C  -0.38348  4.53994  0.00394  -1.311
C  0.36351  3.52465  -0.53333  -0.837
N  -0.04977  2.23745  -0.50795  1.778
C  -1.23012  1.94588  0.07248  0.712
S  -1.56368  0.22190  0.16398  -0.194
H  -2.20839  5.03334  1.04057  0.615
H  -0.02876  5.55968  -0.03847  0.548
H  1.32754  3.71847  -0.98700  0.563
C  5.79743  -1.88664  3.17573  -0.592
C  5.77481  -0.71585  2.42985  -0.688
C  4.57935  -0.25200  1.90137  -0.676
C  3.40774  -0.95958  2.14304  1.268
C  3.42396  -2.13731  2.88172  -0.308
C  4.62595  -2.59562  3.40252  -0.788
Sb  1.51364  -0.20037  1.51631  0.874
C  1.41153  1.77061  2.34604  1.273
C  2.36580  2.70633  1.94678  -0.862
C  2.33722  3.98899  2.47544  -0.873
C  1.33510  4.34808  3.36683  -0.648
C  0.35922  3.42975  3.72871  -0.790
C  0.39693  2.13421  3.22406  -0.500
C  0.15807  -1.31410  2.72530  0.730
C  -0.73258  -2.21358  2.14900  -0.194
C  -1.57194  -2.95727  2.96439  -0.813
C  -1.53665  -2.78294  4.34165  -0.822
C  -0.64697  -1.88341  4.91072  -0.869
C  0.21980  -1.15657  4.10587  -0.506
H  6.73419  -2.25121  3.57457  0.427
H  6.68713  -0.15705  2.27046  0.443
H  4.57935  0.66045  1.31570  0.286
H  2.51121  -2.69250  3.06352  0.438
H  4.64379  -3.49825  3.99820  0.444
H  3.15333  2.43463  1.24908  0.303
H  3.10636  4.70163  2.20592  0.485
H  1.32177  5.34388  3.79025  0.465
H  -0.42242  3.70957  4.42371  0.513
H  -0.35411  1.41348  3.52686  0.430
H  -0.76770  -2.33679  1.06966  0.227
H  -2.24617  -3.68545  2.53169  0.478
H  -2.20353  -3.35798  4.96959  0.449
H  -0.61584  -1.75635  5.98450  0.470
H  0.94922  -0.49023  4.55183  0.557
C  -1.17436  0.45539  -5.20314  -1.214
Si  -0.79354  1.17556  -3.50879  0.902
C  -2.04164  2.53815  -3.11546  -1.003
C  1.01266  1.83609  -3.55087  -0.727
Ge  -1.24780  -0.86357  -1.93862  0.350
Si  -3.83584  -2.30390  -2.11148  0.393
C  -3.58828  -3.32546  -0.57491  -0.841
C  -4.90831  -0.78899  -2.04043  -0.692
C  -3.37542  -3.02732  -3.76484  -0.907
Si  1.26347  -1.94962  -1.94975  0.494
C  1.49065  -3.33096  -0.69258  -0.708
C  1.01160  -2.53566  -3.71965  -1.127
C  2.81663  -0.75910  -1.89374  -0.959
H  -1.15298  1.27466  -5.92650  0.424
H  -2.17296  0.01834  -5.23611  0.310
H  -0.46188  -0.29668  -5.54080  0.390
H  -1.57775  3.52489  -3.17332  0.431
H  -2.52764  2.44201  -2.14448  0.107
H  -2.82711  2.51364  -3.87289  0.467
H  0.98530  2.86996  -3.90103  0.560
H  1.61066  1.27328  -4.26742  0.349
H  1.55114  1.85515  -2.59018  -0.113
H  -3.49463  -2.68463  0.30441  0.172
H  -2.70217  -3.95642  -0.65174  0.348
H  -4.44861  -3.98201  -0.41346  0.552
H  -4.56857  -0.10838  -1.25724  0.062
H  -5.94129  -1.06040  -1.80293  0.472
H  -4.92197  -0.25581  -2.99143  0.367
H  -2.46556  -3.62446  -3.70059  0.288
H  -3.23129  -2.24590  -4.51152  0.307
H  -4.16940  -3.68607  -4.12988  0.433
H  0.58988  -3.93471  -0.57184  0.315
H  1.78698  -2.96874  0.29340  -0.029
H  2.28073  -3.99983  -1.04468  0.529
H  0.10736  -3.14110  -3.80697  0.288
H  1.84873  -3.15286  -4.05129  0.505
H  0.91899  -1.69949  -4.41448  0.251
H  2.70304  0.19795  -1.34250  0.194
H  3.15735  -0.52270  -2.90187  0.460
H  3.62729  -1.27980  -1.38113  0.604

The calculation puts the total energy at -165207.556 eV. Its expectation value of S² is 0.76. The net charge is +3. The calculation puts the frontier orbital gap (alpha / beta) at 0.225 / 0.235 Eh. As for the spin multiplicity: 2.

---

[2]
Density functional theory data (ωB97M-V/def2-TZVPD) for a structure of composition C33H45N2O4P2SW.

Each line ends with the Mulliken charge.
Element x y z (Å)
W  -0.27035  0.13058  0.08515  1.250
C  1.71267  -0.62496  3.17353  -1.504
C  0.36191  -0.06299  3.62078  0.661
C  0.45501  0.55511  5.01876  -1.392
P  -0.26671  1.18704  2.41715  -0.471
C  -1.76385  1.97671  3.10474  0.770
C  -2.84429  0.94109  3.42443  -1.352
C  -2.28293  3.15794  2.28518  -1.525
C  1.03043  2.40164  2.20547  -0.310
C  1.32538  3.44441  3.06954  -0.585
C  2.40280  4.28002  2.78835  -0.880
C  3.16711  4.06947  1.64919  -1.022
C  2.87349  3.03043  0.77274  -0.014
C  1.80621  2.19508  1.06614  -0.079
N  1.37949  1.12888  0.21303  1.166
C  2.23663  0.75516  -0.88201  -0.278
C  3.55289  0.35521  -0.67081  -0.619
C  4.33761  0.04570  -1.76591  -0.947
C  3.82325  0.13975  -3.06103  -0.920
C  2.50516  0.50687  -3.26763  -1.175
C  1.69632  0.81434  -2.17506  0.618
P  -0.06923  1.16066  -2.23604  1.083
C  -0.90042  0.21894  -3.58473  0.979
C  -1.03349  1.01327  -4.88884  -1.458
C  -0.25546  -1.14955  -3.83402  -1.648
C  -0.46883  2.94804  -2.35439  0.457
C  0.48842  3.62783  -3.33930  -1.447
C  -0.48065  3.65892  -1.00358  -1.528
H  2.04206  -1.36533  3.90248  0.604
H  2.47279  0.15826  3.14373  0.258
H  1.67073  -1.11950  2.20206  0.187
H  -0.38446  -0.85998  3.61765  0.505
H  1.15338  1.39292  5.04563  0.357
H  0.83844  -0.20475  5.70025  0.494
H  -0.50961  0.87997  5.40525  0.361
H  -1.36897  2.36751  4.05109  0.861
H  -3.23685  0.48068  2.51892  0.063
H  -3.67214  1.44306  3.92439  0.561
H  -2.48703  0.15601  4.09102  0.364
H  -2.77308  2.82701  1.37171  0.137
H  -1.49300  3.86746  2.03542  0.348
H  -3.02386  3.69160  2.88012  0.593
H  0.72311  3.61960  3.95181  0.594
H  2.63709  5.09896  3.45445  0.535
H  3.99556  4.72825  1.42699  0.489
H  3.46135  2.90108  -0.12530  0.570
H  3.95107  0.29724  0.33412  0.654
H  5.36266  -0.26522  -1.61535  0.506
H  4.45923  -0.07886  -3.90818  0.535
H  2.11639  0.57180  -4.27477  0.582
H  -1.90583  0.07647  -3.17351  0.315
H  -0.06495  1.20815  -5.34930  0.270
H  -1.56703  1.95356  -4.76627  0.461
H  -1.60595  0.40348  -5.58832  0.468
H  0.59652  -1.05750  -4.50490  0.425
H  -0.98359  -1.79060  -4.33117  0.467
H  0.07363  -1.64728  -2.92381  0.329
H  -1.48745  2.93680  -2.75786  0.848
H  1.50719  3.63269  -2.94843  0.331
H  0.17450  4.66386  -3.46836  0.474
H  0.49502  3.16173  -4.32252  0.357
H  0.52502  3.74793  -0.59111  0.265
H  -1.13444  3.16784  -0.28314  0.102
H  -0.85874  4.67126  -1.14808  0.623
C  -1.08662  -8.24345  -0.21256  -1.525
C  -0.96110  -6.75834  -0.13762  0.824
C  -1.31823  -5.96109  -1.23367  -0.954
C  -1.23282  -4.58845  -1.17458  -0.387
C  -0.78574  -4.01311  0.02479  0.226
C  -0.41816  -4.77655  1.14458  -0.689
C  -0.50953  -6.14430  1.04130  -0.940
S  -0.67402  -2.33811  0.10334  1.766
O  -0.93796  -1.72977  1.43556  -0.631
O  0.68912  -1.70503  -0.22522  -0.705
N  -1.49450  -1.46829  -0.93615  -0.438
C  -2.93744  -1.24802  -0.73456  -0.572
C  -3.04042  0.26561  -0.65480  0.234
O  -3.71397  1.01409  -1.25735  -0.458
O  -2.05650  0.72733  0.26054  -0.198
H  -0.96886  -8.60501  -1.23205  0.402
H  -2.08403  -8.53778  0.12663  0.326
H  -0.36440  -8.74023  0.43218  0.412
H  -1.66576  -6.43204  -2.14373  0.438
H  -1.49778  -3.97212  -2.02330  0.383
H  -0.08494  -4.30631  2.05992  0.488
H  -0.23260  -6.75930  1.88737  0.432
H  -3.31180  -1.67036  0.20347  0.378
H  -3.52933  -1.63116  -1.56167  0.465

The calculation puts the total energy at -77335.478 eV. The net charge is +3. The calculation puts the frontier orbital gap (alpha / beta) at 0.237 / 0.237 Eh. As for the spin multiplicity: 1.

---

> total energy of number 1 (C33H45F3GeNSSbSi3Ti)?

-165207.556 eV